This record from OMol25 describes a structure of composition C28H26N2NiP2S2. The level of theory is the ωB97M-V functional and the def2-TZVPD basis.

Values from the calculation:
E_LUMO (alpha / beta) = 0.020 / 0.020 hartree
Frontier orbital gap (alpha / beta) = 0.2845 / 0.2847 hartree
F_max = 0.9 eV Å⁻¹

CARTESIAN COORDINATES (ANGSTROEM)
Ni -1.3903 -2.2444 0.0903
S -3.0149 -0.8519 0.9106
S 0.0643 -3.0329 -1.4917
P 0.6083 -1.0819 -1.2869
P -1.4981 0.4227 0.4643
N -1.2982 -3.6387 1.6221
N -0.1718 -4.1267 3.7651
C -1.0726 2.5641 -1.2297
C -0.8833 -3.8337 5.0042
C 2.9309 0.0550 -0.2994
C 4.3036 0.2379 -0.2218
C -0.4455 1.2900 -5.0949
C -0.5468 2.9951 4.1501
C 0.8966 -5.1184 3.7755
C -0.2545 -0.6049 0.0535
C 0.2774 1.9347 3.8061
C 1.1852 0.6614 -3.4439
C -3.2965 1.6582 -1.3226
C 0.2598 -0.1750 -2.8286
C -1.0250 -0.2714 -3.3645
C -3.6278 2.5866 -2.3021
C -0.0013 1.1738 2.6798
C -2.0200 1.6446 -0.7784
C 0.8331 1.3916 -4.5730
C -1.6518 3.3006 3.3649
C 2.4048 -0.9334 -1.1232
C 4.6318 -1.5710 -1.7731
C -2.6823 3.4975 -2.7449
C -1.3993 3.4841 -2.2086
C 5.1535 -0.5723 -0.9610
C 3.2592 -1.7521 -1.8531
C -1.9293 2.5434 2.2381
C -0.7746 -3.8663 2.6251
C -1.1055 1.4747 1.8916
C -1.3753 0.4535 -4.4875
H 4.7114 1.0095 0.4188
H 1.1403 1.7006 4.4170
H -0.3274 3.5877 5.0292
H 5.2931 -2.2124 -2.3408
H -4.6267 2.5930 -2.7191
H 0.6325 0.3425 2.3923
H 1.5642 2.0366 -5.0435
H -2.2948 4.1309 3.6264
H 2.8463 -2.5359 -2.4769
H -1.5359 -4.6586 5.3015
H 1.5669 -4.8925 4.6037
H -0.6539 4.1849 -2.5617
H -1.4759 -2.9319 4.8704
H -4.0225 0.9299 -0.9828
H -1.7512 -0.9259 -2.8951
H -2.9401 4.2173 -3.5113
H 1.4560 -5.0504 2.8456
H -0.1493 -3.6566 5.7891
H 0.5073 -6.1329 3.8944
H -0.0696 2.5564 -0.8154
H -2.7883 2.7876 1.6244
H 2.1880 0.7560 -3.0474
H -0.7230 1.8578 -5.9739
H -2.3774 0.3700 -4.8875
H 6.2249 -0.4300 -0.9001
H 2.2614 0.6719 0.2902